1.
Formula: C52H40ClN6OPdS3
Source: the Open Molecules 2025 dataset
Level of theory: ωB97M-V/def2-TZVPD

Geometry (Å):
1 C 2.89702 2.56562 -1.00073
2 C 4.38300 0.09794 1.53596
3 C 4.16363 -5.51140 -3.70970
4 H 6.64243 -2.51999 -1.13062
5 H 2.22686 -7.70426 2.45389
6 H 4.61608 -5.40572 -0.35348
7 C 0.31533 -4.58802 -2.94577
8 S 3.39337 0.02113 0.06161
9 C 4.07971 -3.74131 -1.62543
10 H -4.13408 1.82047 -1.05099
11 H 4.59242 -3.37441 2.55911
12 C 5.71008 0.51478 1.54052
13 C -5.21999 -2.73521 -0.49911
14 C 0.16133 -7.13169 2.58358
15 H 4.66543 -7.00017 -2.24098
16 N 2.93369 -3.12150 0.82313
17 C 7.89100 -2.93716 0.56465
18 C 0.16164 4.25930 -0.23691
19 H -1.13882 -4.15959 1.58240
20 C 3.82125 -3.26905 -2.90293
21 C 0.69668 -4.55653 -1.61508
22 H -0.21563 -3.43634 -4.67182
23 C -5.34404 -0.39106 -0.94574
24 C 6.39436 0.52948 2.74285
25 H 2.00323 2.22621 -1.55686
26 N 3.91894 -1.25882 -0.85691
27 N -2.27960 1.46925 -0.27167
28 H 8.81275 -2.83022 0.00973
29 C 5.03800 1.34724 -1.60976
30 O -2.03080 -1.34678 0.37546
31 C 5.51535 -3.25602 2.01121
32 C 5.75321 0.14867 3.91928
33 C 4.68115 3.59178 -2.46024
34 C 0.27580 -2.17246 -3.01209
35 H 0.78473 -1.16361 -1.18494
36 S 4.01684 -2.66571 -0.23803
37 C -3.92399 -2.60995 -0.07640
38 Pd -0.95038 0.27799 0.56315
39 C -3.46890 1.07903 -0.61760
40 H 2.93304 -5.56050 1.42673
41 H 5.63608 0.44468 -1.57577
42 H -5.70290 -3.70346 -0.49650
43 H 3.93126 -0.54216 4.82106
44 C -0.62947 5.33850 -0.70030
45 C 3.86369 1.40281 -0.90325
46 H 1.98332 5.33809 0.15749
47 C -1.93694 5.12623 -1.07150
48 C 0.92824 -4.76892 1.44908
49 H 6.40115 2.34985 -2.93486
50 C -3.26855 -1.36074 -0.05519
51 H 3.13568 3.32616 1.04669
52 C 5.47066 2.41978 -2.39093
53 H 2.69610 -0.61263 2.67616
54 C 4.42072 -5.96194 -2.41731
55 C -3.99980 -0.23070 -0.51145
56 C 4.38680 -5.07339 -1.35878
57 C 5.50818 -2.92473 0.66409
58 H -3.56514 3.75558 -1.26816
59 H 0.84042 -5.47564 -1.06301
60 C 2.30257 3.13223 0.36832
61 C 0.10138 -3.40152 -3.63801
62 C -2.52964 3.86218 -0.98094
63 C 3.86870 -4.17655 -3.95124
64 N 0.52242 -0.95789 1.29818
65 C 4.42712 -0.25950 3.90245
66 H 1.76985 1.32545 1.61980
67 H 6.19987 0.84108 0.63263
68 C 1.39790 2.07295 0.93180
69 C 1.89737 -5.73844 1.67764
70 C 1.49680 -6.93241 2.25455
71 C -0.46603 2.99048 -0.13139
72 C 0.66629 -2.11673 -1.68560
73 C 3.49555 3.67345 -1.81779
74 C -5.94514 -1.61307 -0.93800
75 H 3.59714 -2.22577 -3.07109
76 C 6.74358 -3.42285 2.63515
77 H -1.82338 -6.30975 2.61364
78 H 0.09168 -1.25582 -3.55540
79 H -2.53162 5.95272 -1.43489
80 H 5.02667 4.43019 -3.04965
81 H 2.89526 4.56675 -1.92334
82 H 6.77776 -3.68277 3.68430
83 H 6.29190 0.18314 4.85687
84 C 1.50067 4.37173 0.11875
85 S 1.37093 -3.27322 0.67892
86 C -0.41617 -4.94471 1.76651
87 C 7.92101 -3.26636 1.91705
88 H 4.20794 -6.20790 -4.53621
89 C 6.67815 -2.76134 -0.07489
90 N 0.17528 1.94838 0.55437
91 H 0.16645 -5.53976 -3.43679
92 C 3.73143 -0.29244 2.70269
93 H 3.68166 -3.83574 -4.96038
94 N 0.55843 -2.18864 1.54632
95 H 7.42464 0.85728 2.76894
96 Cl -7.57615 -1.80340 -1.45990
97 H -5.89523 0.47534 -1.28784
98 C -0.78956 -6.14501 2.34404
99 C 0.86435 -3.31433 -1.00703
100 H -0.14278 -8.06542 3.03702
101 H -0.18894 6.32397 -0.77120
102 C -1.79427 2.78961 -0.48894
103 H 8.87280 -3.41040 2.41074
104 H -3.37122 -3.47486 0.26496

The relative energy (zero: lowest compared OMol25 entry of this formula, charge and spin) is 23.9 kcal per mole. As for the multiplicity: 5. The electronic energy is -4190.7687 hartree. Its total charge is +3. The frontier orbital gap (alpha / beta) comes out at 6.421 / 5.459 eV. The HOMO energy (alpha / beta) is -13.97 / -13.97 eV.

2.
Formula: C4H12N3
Source: the Open Molecules 2025 dataset
Level of theory: ωB97M-V/def2-TZVPD

Geometry (Å):
1 C -0.63084 -1.17846 -0.85957
2 H 0.60045 -1.00529 -2.59973
3 C 0.68311 -1.33164 -1.56812
4 H -1.44897 0.25465 -2.14974
5 H -1.56336 -1.84725 0.81958
6 H 2.24735 1.08379 2.32311
7 H -0.64852 2.78112 0.12975
8 H -2.52003 -0.21144 -0.72058
9 H 0.99603 -2.37329 -1.55962
10 N -0.20171 1.93041 0.42448
11 H 1.18181 0.05867 1.44096
12 H 1.04650 3.00673 1.63633
13 C 0.79194 2.02324 1.25706
14 N -0.82114 -2.07762 0.18092
15 H -0.44035 1.06039 -0.09401
16 N 1.48589 0.99189 1.67284
17 C -1.55840 -0.27788 -1.21357
18 H 0.01004 -2.38377 0.65637
19 H 1.46076 -0.73034 -1.08994

The relative energy (zero: lowest compared OMol25 entry of this formula, charge and spin) is 23.5 kcal per mole. As for the multiplicity: 1. The electronic energy is -323.6408 hartree. Its total charge is +1. The frontier orbital gap comes out at 8.771 eV. The HOMO energy is -12.22 eV.